1.
{"formula": "C49H88O28S5", "method": "the ωB97M-V functional and the def2-TZVPD basis", "e_tot_ev": -163739.8241, "max_force_ev_per_a": 5.244, "species": ["S", "S", "S", "S", "S", "O", "O", "O", "O", "O", "O", "O", "O", "O", "O", "O", "O", "O", "O", "O", "O", "O", "O", "O", "O", "O", "O", "O", "O", "O", "O", "O", "O", "C", "C", "C", "C", "C", "C", "C", "C", "C", "C", "C", "C", "C", "C", "C", "C", "C", "C", "C", "C", "C", "C", "C", "C", "C", "C", "C", "C", "C", "C", "C", "C", "C", "C", "C", "C", "C", "C", "C", "C", "C", "C", "C", "C", "C", "C", "C", "C", "C", "H", "H", "H", "H", "H", "H", "H", "H", "H", "H", "H", "H", "H", "H", "H", "H", "H", "H", "H", "H", "H", "H", "H", "H", "H", "H", "H", "H", "H", "H", "H", "H", "H", "H", "H", "H", "H", "H", "H", "H", "H", "H", "H", "H", "H", "H", "H", "H", "H", "H", "H", "H", "H", "H", "H", "H", "H", "H", "H", "H", "H", "H", "H", "H", "H", "H", "H", "H", "H", "H", "H", "H", "H", "H", "H", "H", "H", "H", "H", "H", "H", "H", "H", "H", "H", "H", "H", "H"], "positions_angstrom": [[-1.011, 0.169, -1.880], [7.132, -0.656, -0.785], [-4.119, 6.409, -3.783], [3.902, 7.198, -3.700], [3.235, -0.744, -9.502], [3.582, 2.770, 5.125], [1.251, -6.339, 3.772], [3.173, 5.042, 4.815], [-1.882, -10.979, -2.234], [1.743, -2.663, 8.746], [-6.401, 0.388, -8.268], [4.113, 4.261, 6.720], [-0.041, -2.130, 9.936], [1.858, -0.483, -9.945], [6.347, -1.655, -1.509], [-3.570, 6.770, -2.468], [-5.313, -6.674, 5.730], [-5.259, 1.965, 6.202], [-5.488, -4.512, -2.591], [-0.453, -12.616, -1.752], [-3.555, 3.069, 5.170], [4.379, 0.029, -10.025], [-6.732, -2.751, -3.456], [-2.081, 0.920, -2.590], [-6.803, -3.193, -1.262], [0.231, -10.385, -1.813], [0.273, -1.296, 7.828], [-3.278, 5.785, -4.771], [-4.253, 3.784, 7.073], [3.492, 6.085, -4.454], [-0.678, -1.157, -2.369], [5.182, 7.186, -3.023], [6.678, -0.249, 0.532], [0.581, -3.077, 10.744], [-6.630, 6.664, -3.135], [-2.598, 4.020, 5.627], [0.362, -8.245, -2.763], [-4.523, -5.778, 5.930], [-4.913, 7.976, -4.522], [-5.689, 5.546, -3.461], [3.357, -2.197, -7.250], [-7.551, -1.110, -0.446], [-1.333, 0.064, -0.070], [-3.282, 4.738, 6.717], [1.753, -3.555, 9.867], [3.510, 2.782, 8.408], [-7.792, -2.279, -1.453], [7.332, 0.765, -1.873], [3.360, -0.690, -7.634], [-5.202, 0.178, -8.495], [2.040, 9.079, -2.930], [-4.578, -4.566, 5.083], [-7.685, -1.833, -2.898], [9.510, -0.495, -1.993], [8.933, -1.139, -0.701], [-1.821, -9.606, -2.391], [3.403, -2.624, -9.614], [-0.100, 0.680, 0.569], [4.197, 1.976, 6.145], [0.611, -2.019, 8.762], [2.352, -6.121, 4.218], [8.855, 0.922, -2.171], [-2.572, 5.068, 8.029], [3.541, 4.061, 5.483], [0.328, 1.806, -0.358], [-6.215, -3.497, -2.431], [-4.365, 2.817, 6.185], [3.882, -3.118, -8.322], [-0.429, -9.166, -1.895], [2.277, 9.224, -4.447], [-4.755, -1.297, -8.786], [4.490, 2.955, 7.251], [3.079, -3.432, 10.586], [2.483, 7.645, -2.560], [3.653, 8.713, -4.796], [-6.379, 7.860, -4.158], [3.143, -4.931, 3.852], [-3.393, -5.893, 6.909], [2.914, -7.108, 5.262], [-4.273, 1.275, -8.876], [-0.691, -11.408, -1.898], [0.455, 1.161, -1.741], [6.809, 0.408, -2.759], [2.750, 7.415, -1.528], [6.795, 1.627, -1.477], [-0.236, 1.056, 1.583], [-4.819, 7.784, -5.591], [3.502, 1.174, 6.394], [4.285, 9.529, -4.445], [-6.766, -0.396, -0.694], [-0.308, -8.734, -0.902], [3.880, -2.348, -6.306], [2.488, -0.101, -7.348], [3.678, -4.175, -8.147], [3.214, -2.401, 10.914], [9.018, -2.187, -0.414], [3.938, -2.818, -10.544], [-4.341, 8.850, -4.211], [-2.483, -9.092, -1.694], [0.739, -0.015, 0.518], [-6.740, 8.788, -3.713], [0.404, -8.458, -3.831], [0.882, -2.577, 11.665], [-4.324, -1.712, -7.875], [-0.360, 2.650, -0.325], [-5.442, 4.803, -2.702], [2.349, -2.551, -7.038], [-4.359, -3.685, 5.686], [-4.020, -1.319, -9.592], [1.280, 2.176, 0.024], [-4.786, 2.051, -9.444], [-3.584, -5.238, 7.759], [-8.784, -2.706, -1.304], [-3.269, 5.408, 8.795], [3.238, -4.240, 4.690], [3.627, 1.843, 8.948], [-1.949, -9.215, -3.401], [-1.627, -0.929, 0.270], [2.488, 3.087, 8.179], [1.462, 8.815, -5.044], [3.762, 3.525, 9.166], [-5.579, -4.432, 4.675], [0.022, -7.223, -2.598], [3.382, -4.110, 11.384], [3.950, -6.802, 5.409], [0.992, 9.175, -2.645], [-2.457, -5.587, 6.442], [1.539, -4.579, 9.559], [-1.680, 3.571, 6.007], [10.591, -0.357, -2.037], [-6.323, 6.919, -2.121], [1.318, 0.496, -1.741], [5.500, 2.852, 7.647], [-1.858, 5.855, 7.784], [1.727, 6.918, -2.858], [2.172, 10.262, -4.762], [-7.649, 6.308, -2.984], [2.554, 9.878, -2.396], [-8.492, -0.602, -0.237], [2.389, -3.009, -9.721], [5.143, 1.504, 5.877], [-0.098, -3.897, 10.980], [-3.888, -4.656, 4.244], [-3.219, -6.799, 7.491], [-3.641, 1.691, -8.091], [4.971, -3.070, -8.336], [9.213, -1.164, -2.801], [0.503, 1.723, -2.674], [1.394, -8.153, -2.425], [4.231, -0.111, -7.327], [-5.539, -2.002, -9.063], [-7.134, -1.412, 0.515], [2.778, -8.135, 4.921], [3.846, -3.675, 9.850], [9.043, 1.307, -3.173], [-2.207, 0.668, 0.173], [-2.092, 4.174, 8.427], [-3.611, 0.871, -9.641], [3.808, 8.553, -5.863], [-3.842, 5.597, 6.347], [9.239, 1.708, -1.521], [2.343, -6.981, 6.181], [-8.680, -1.942, -3.330], [-5.893, 5.002, -4.383], [2.700, -4.277, 3.100], [9.323, -0.471, 0.067], [-2.257, 4.588, 4.761], [4.147, -5.202, 3.528], [-7.043, 7.610, -4.986], [-7.308, -0.811, -2.943]], "mulliken_charge": [1.07, 1.07, 1.05, 1.02, 1.04, -0.29, -0.55, -0.58, -0.28, -0.33, -0.57, -0.36, -0.34, -0.62, -0.64, -0.64, -0.55, -0.61, -0.60, -0.59, -0.29, -0.62, -0.30, -0.63, -0.33, -0.35, -0.61, -0.63, -0.34, -0.61, -0.65, -0.63, -0.64, -0.39, -0.68, -0.42, -1.52, 0.82, -0.56, -0.71, -0.64, -1.39, -0.66, 0.47, 0.50, -1.39, 0.49, -0.61, -0.57, 0.80, -0.59, -0.98, -0.41, -0.58, -0.69, -0.37, -0.70, -0.62, -0.33, 0.72, 0.79, -0.65, -1.35, 0.62, -0.64, 0.64, 0.69, -0.56, 0.53, -0.61, -1.01, 0.44, -1.43, -0.68, -0.69, -0.62, -1.09, -1.09, -0.89, -1.00, 0.65, -0.67, 0.30, 0.42, 0.40, 0.35, 0.29, 0.23, 0.36, 0.35, 0.21, 0.36, 0.33, 0.34, 0.35, 0.43, 0.42, 0.40, 0.29, 0.29, 0.29, 0.37, 0.27, 0.27, 0.32, 0.44, 0.29, 0.32, 0.32, 0.33, 0.31, 0.30, 0.26, 0.34, 0.26, 0.39, 0.31, 0.41, 0.33, 0.32, 0.37, 0.30, 0.39, 0.38, 0.29, 0.32, 0.27, 0.26, 0.24, 0.35, 0.31, 0.32, 0.29, 0.38, 0.33, 0.35, 0.40, 0.30, 0.36, 0.32, 0.27, 0.30, 0.26, 0.35, 0.27, 0.28, 0.31, 0.43, 0.36, 0.34, 0.32, 0.35, 0.31, 0.34, 0.33, 0.36, 0.34, 0.30, 0.40, 0.27, 0.31, 0.23, 0.29, 0.34, 0.32, 0.31, 0.29, 0.33, 0.33, 0.29]}

2.
{"formula": "C2H4FNOS", "method": "the ωB97M-V functional and the def2-TZVPD basis", "smiles": "O=C(CF)NS", "e_tot_ev": -19228.5670, "max_force_ev_per_a": 1.615, "species": ["S", "F", "O", "N", "C", "C", "H", "H", "H", "H"], "positions_angstrom": [[2.024, -0.333, 0.271], [0.124, 1.632, -0.353], [-1.642, -1.290, 0.078], [0.587, -0.976, -0.390], [-0.696, -0.558, 0.003], [-0.829, 0.905, 0.355], [2.364, 0.371, -0.817], [-1.882, 1.187, 0.115], [-0.674, 0.982, 1.490], [0.627, -1.920, -0.753]], "mulliken_charge": [-0.13, -0.26, -0.55, -0.26, 0.44, -0.15, 0.15, 0.27, 0.23, 0.28]}

3.
{"formula": "C28H24N9O7S2Yb", "method": "the ωB97M-V functional and the def2-TZVPD basis", "e_tot_ev": -110376.8244, "spin_multiplicity": 2, "s_squared": 0.7508, "max_force_ev_per_a": 2.233, "species": ["Yb", "S", "S", "O", "O", "O", "O", "O", "O", "O", "N", "N", "N", "N", "N", "N", "N", "N", "N", "C", "C", "C", "C", "C", "C", "C", "C", "C", "C", "C", "C", "C", "C", "C", "C", "C", "C", "C", "C", "C", "C", "C", "C", "C", "C", "C", "C", "H", "H", "H", "H", "H", "H", "H", "H", "H", "H", "H", "H", "H", "H", "H", "H", "H", "H", "H", "H", "H", "H", "H", "H"], "positions_angstrom": [[-0.389, 0.388, -0.608], [-2.366, 1.822, -1.941], [1.031, 1.550, -2.844], [-3.744, 2.175, -1.971], [-2.051, 0.404, -2.197], [2.261, 1.794, -3.526], [0.511, 0.182, -2.904], [-1.761, -1.069, 0.398], [-1.658, 2.170, -0.679], [1.044, 1.922, -1.401], [2.511, -2.829, 0.901], [-0.589, -0.752, 2.351], [3.749, -3.002, 2.816], [-0.487, 0.549, 1.884], [2.602, 1.154, 1.315], [3.209, -0.896, 2.103], [0.008, -2.018, -1.429], [0.323, 2.992, 1.066], [1.708, -0.692, 0.259], [-1.798, -3.828, 0.826], [-1.867, 4.412, -4.938], [-0.545, 1.230, 4.235], [-0.491, 5.226, 2.466], [-1.209, -1.503, 1.472], [-1.225, -2.971, 1.758], [-0.541, 4.295, -5.306], [0.805, -4.383, -2.606], [-0.321, -3.714, -3.060], [0.078, 5.359, 1.210], [0.294, 3.409, -4.639], [2.512, -0.174, 1.225], [-2.370, 3.640, -3.902], [-0.622, -4.869, 3.113], [1.818, -2.023, 0.134], [1.522, -3.853, -1.547], [-0.423, 1.471, 2.765], [1.085, -2.660, -1.000], [0.469, 4.207, 0.547], [-0.190, 2.630, -3.598], [-0.236, 2.862, 2.266], [-0.685, -2.533, -2.442], [-1.187, -5.725, 2.171], [-0.639, -3.498, 2.908], [-0.649, 3.959, 3.007], [-1.777, -5.202, 1.029], [3.133, -2.207, 1.925], [-1.551, 2.749, -3.227], [-1.528, 1.547, 4.596], [-0.910, -4.095, -3.884], [2.395, -4.339, -1.138], [-1.104, 3.823, 3.979], [0.910, 4.246, -0.444], [-1.557, -1.972, -2.756], [-3.407, 3.708, -3.606], [-0.432, 0.172, 4.442], [-2.261, -3.399, -0.054], [-0.816, 6.098, 3.018], [0.215, 6.329, 0.751], [1.123, -5.307, -3.073], [-2.520, 5.101, -5.457], [3.673, -3.997, 2.716], [1.968, 1.753, 0.805], [-0.170, -5.275, 4.011], [3.108, 1.526, 2.099], [1.335, 3.307, -4.915], [-1.170, -6.796, 2.332], [-2.224, -5.864, 0.296], [0.208, 1.806, 4.776], [-0.196, -2.820, 3.629], [4.203, -2.592, 3.610], [-0.145, 4.892, -6.117]], "mulliken_charge": [0.60, 1.79, 1.84, -0.76, -0.50, -0.78, -0.56, -0.77, -0.58, -0.59, -0.63, -0.79, -0.39, 0.89, -0.10, -0.82, 0.74, 0.04, 0.14, -0.31, -0.60, -1.83, -0.42, 0.14, 0.59, -0.61, -0.62, -0.87, -0.92, -0.65, 0.44, -0.60, -0.81, 0.03, -0.66, 0.60, 0.83, -0.30, -0.21, 0.74, -0.73, -0.38, -0.17, -0.89, -0.73, 0.47, -0.06, 0.35, 0.47, 0.55, 0.41, 0.44, 0.62, 0.59, 0.33, 0.49, 0.42, 0.42, 0.44, 0.40, 0.24, -0.01, 0.40, 0.28, 0.58, 0.40, 0.42, 0.42, 0.46, 0.24, 0.40]}

4.
{"formula": "C4H9NOS", "method": "the ωB97M-V functional and the def2-TZVPD basis", "smiles": "CC(C)OC(N)=S", "e_tot_ev": -18666.5829, "max_force_ev_per_a": 1.323, "species": ["S", "O", "N", "C", "C", "C", "C", "H", "H", "H", "H", "H", "H", "H", "H", "H"], "positions_angstrom": [[-1.383, 3.077, 0.609], [-0.136, 1.035, -0.276], [-0.979, 0.834, 1.882], [-0.831, 1.544, 0.737], [1.457, -0.691, 0.044], [0.050, -0.392, -0.370], [-0.223, -0.838, -1.772], [-0.727, -0.779, 0.292], [-0.629, -0.088, 2.004], [1.771, -1.705, -0.137], [1.667, -0.476, 1.093], [-1.164, 1.311, 2.776], [2.069, 0.052, -0.492], [0.459, -0.469, -2.533], [-1.214, -0.489, -2.110], [-0.188, -1.928, -1.748]], "mulliken_charge": [-0.38, -0.31, -0.34, 0.35, -1.22, 0.45, -1.51, 0.44, 0.14, 0.39, 0.33, 0.25, 0.34, 0.34, 0.36, 0.38]}

5.
{"formula": "C16H36F4InO12S3", "method": "the ωB97M-V functional and the def2-TZVPD basis", "e_tot_ev": -90294.4800, "total_charge": -1, "max_force_ev_per_a": 0.891, "species": ["In", "S", "S", "S", "F", "F", "F", "F", "O", "O", "O", "O", "O", "O", "O", "O", "O", "O", "O", "O", "C", "C", "C", "C", "C", "C", "C", "C", "C", "C", "C", "C", "C", "C", "C", "C", "H", "H", "H", "H", "H", "H", "H", "H", "H", "H", "H", "H", "H", "H", "H", "H", "H", "H", "H", "H", "H", "H", "H", "H", "H", "H", "H", "H", "H", "H", "H", "H", "H", "H", "H", "H"], "positions_angstrom": [[-2.846, 2.949, -2.763], [4.082, 4.540, -2.606], [-0.071, -4.077, 7.574], [-1.548, -5.980, 0.741], [-1.894, 5.066, -6.477], [1.194, 0.659, -1.968], [0.378, -0.058, -0.095], [-0.005, -1.140, -1.931], [-0.077, 7.048, -3.516], [-1.007, 0.829, -1.510], [-0.658, -4.758, 0.296], [2.675, 4.351, -2.455], [-2.665, -6.108, -0.146], [-1.781, -5.932, 2.154], [4.678, 4.454, -3.905], [-2.215, 6.885, -2.826], [4.828, 3.548, -1.612], [-0.913, -2.998, 7.993], [0.775, -3.914, 6.433], [-0.952, -5.384, 7.411], [-2.155, -5.292, 6.601], [-1.870, -5.313, 5.115], [-0.372, -7.246, 0.404], [-1.861, 4.010, -5.517], [4.917, 1.396, -2.815], [4.391, 2.165, -1.623], [-1.819, 4.393, -1.419], [-1.395, 1.215, -2.874], [-3.169, 3.810, -4.794], [0.092, 0.115, -1.393], [-0.681, 5.149, -2.123], [-1.312, -3.474, 0.073], [-1.115, 6.398, -2.839], [4.572, 6.047, -1.843], [-1.647, -2.759, 1.363], [0.902, -4.634, 8.931], [-2.514, 5.083, -0.937], [-1.035, 4.268, -4.838], [-1.362, 3.761, -0.645], [-0.814, -8.183, 0.732], [-1.352, -4.411, 4.792], [1.631, -3.853, 9.134], [-0.593, -2.901, -0.503], [-4.379, 2.415, -2.029], [4.779, 1.756, -0.692], [-2.711, -4.402, 6.899], [4.669, 0.341, -2.702], [1.401, -5.555, 8.646], [-0.177, -7.265, -0.664], [-2.735, -6.164, 6.898], [-2.003, -1.755, 1.131], [4.479, 1.754, -3.745], [-2.421, -3.282, 1.924], [0.253, -4.785, 9.789], [0.115, 6.551, -4.324], [-2.194, -3.631, -0.548], [-1.577, 3.098, -6.055], [-1.248, -6.166, 4.853], [4.141, 6.088, -0.847], [-0.502, 1.522, -3.423], [3.302, 2.136, -1.572], [5.657, 6.086, -1.810], [-0.165, 4.508, -2.852], [-1.841, 0.346, -3.365], [0.534, -7.035, 0.966], [0.091, 5.473, -1.407], [-2.805, -5.385, 4.563], [-0.764, -2.680, 1.997], [6.000, 1.499, -2.892], [-3.666, 4.778, -4.657], [4.178, 6.850, -2.463], [-3.829, 3.174, -5.393]], "mulliken_charge": [0.98, 1.16, 1.22, 1.12, -0.38, -0.22, -0.30, -0.31, -0.53, -0.32, -0.30, -0.47, -0.66, -0.50, -0.63, -0.54, -0.33, -0.65, -0.59, -0.25, -0.55, -0.77, -0.98, 0.24, -1.08, -0.20, -1.33, -1.02, -1.08, 0.87, 0.22, -0.15, 0.34, -1.01, -1.01, -0.94, 0.37, -0.21, 0.34, 0.36, 0.26, 0.37, 0.09, -0.41, 0.28, 0.36, 0.40, 0.31, 0.33, 0.27, 0.40, 0.28, 0.36, 0.31, 0.36, 0.34, 0.27, 0.27, 0.30, 0.30, 0.23, 0.36, -0.01, 0.36, 0.31, 0.34, 0.40, 0.26, 0.33, 0.32, 0.38, 0.36]}

6.
{"formula": "C5H14NO2", "method": "the ωB97M-V functional and the def2-TZVPD basis", "e_tot_ev": -10992.1020, "spin_multiplicity": 2, "s_squared": 0.7552, "max_force_ev_per_a": 10.297, "species": ["O", "O", "N", "C", "C", "C", "C", "C", "H", "H", "H", "H", "H", "H", "H", "H", "H", "H", "H", "H", "H", "H"], "positions_angstrom": [[-0.412, -0.200, -2.950], [-2.154, -1.783, -2.259], [-0.046, -0.392, -0.337], [1.646, -0.484, 2.821], [-0.174, 1.016, -2.342], [0.930, 0.306, 1.713], [-0.390, 0.928, -0.778], [-0.330, -0.391, 1.109], [0.529, 1.251, 2.121], [-0.465, -1.000, -1.022], [-0.535, -1.269, 1.641], [0.010, 1.834, -0.368], [-1.235, 0.276, 1.408], [-1.618, -0.859, -2.326], [-1.582, -2.226, -2.691], [1.707, 0.517, 0.896], [1.264, -1.461, 3.104], [-0.673, 1.861, -2.859], [1.465, 0.143, 3.697], [2.764, -0.453, 2.714], [-1.574, 1.000, -0.712], [0.874, 1.387, -2.579]], "mulliken_charge": [-0.47, -0.67, -0.30, -1.03, -0.30, -0.29, -0.70, -0.63, 0.24, 0.28, 0.51, 0.38, 0.20, 0.36, 0.27, 0.24, 0.32, 0.30, 0.30, 0.27, 0.37, 0.35]}